Record 1
Here is the ion C6H11IN with charge +1 at a distorted geometry from OMol25. Energies are from the ωB97M-V functional and the def2-TZVPD basis.

Values from the calculation:
DFT total energy: -15980.136 eV
LUMO level (alpha / beta): -4.742 / -4.414 eV
Energy relative to the best compared isomer or geometry (same formula, charge and spin): 3.653 eV
Total charge: +1

Geometry (Å):
I -3.330 -0.009 0.097
N 0.763 0.740 0.458
C -0.122 1.895 0.653
C -0.941 1.950 -0.654
C -1.411 0.542 -0.415
C -0.146 -0.334 -0.065
C -0.393 -1.220 1.109
C 0.387 -1.086 -1.258
H 0.838 -0.396 -2.040
H 1.367 0.966 -0.442
H 1.195 0.251 1.199
H -0.386 -1.795 -1.820
H -1.179 -2.055 0.787
H -0.672 1.860 1.646
H -0.305 1.931 -1.495
H 0.571 -1.720 1.269
H -0.630 -0.804 2.012
H 1.117 -1.713 -0.902
H -1.743 2.692 -0.588

=====

Record 2
Here is a structure of composition C34H34N5ORuSi at a distorted geometry from OMol25. Energies are from the ωB97M-V functional and the def2-TZVPD basis.

Values from the calculation:
DFT total energy: -55740.907 eV
LUMO level (alpha / beta): -9.284 / -11.642 eV
Spin multiplicity: 5
Total charge: +3

Geometry (Å):
Ru 12.728 11.311 8.723
Si 11.710 14.809 8.559
O 12.113 13.307 8.664
N 10.858 10.770 9.215
N 12.765 11.263 10.815
N 13.302 9.353 8.484
N 14.748 11.863 9.240
N 12.880 8.280 9.209
C 9.156 14.530 9.684
C 12.688 11.361 13.562
C 7.800 14.731 9.874
C 15.014 11.855 10.580
C 12.014 17.550 11.641
C 8.251 9.989 9.999
C 13.174 17.127 12.351
C 9.084 15.574 7.561
C 12.467 15.822 7.177
C 13.897 11.634 11.470
C 15.747 12.101 8.387
C 7.710 15.700 7.705
C 11.586 16.832 10.508
C 12.327 15.714 10.091
C 14.665 7.617 8.037
C 13.865 15.954 11.966
C 17.291 12.588 10.174
C 17.047 12.517 8.802
C 7.014 15.345 8.864
C 10.496 10.708 10.577
C 8.650 9.978 8.641
C 14.420 8.957 7.792
C 12.123 15.066 5.881
C 11.503 11.043 12.871
C 13.451 15.292 10.827
C 16.263 12.214 11.082
C 13.692 7.228 8.948
C 14.034 15.820 7.271
C 11.598 10.996 11.468
C 9.208 10.321 10.974
C 9.934 10.410 8.354
C 12.106 17.338 7.119
C 13.863 11.639 12.909
C 9.851 15.058 8.613
H 13.847 14.338 10.526
H 13.448 6.309 9.468
H 11.410 18.437 11.919
H 9.668 13.904 10.404
H 12.643 11.515 14.630
H 9.518 15.851 6.576
H 15.504 6.959 7.733
H 12.555 14.063 6.021
H 13.465 17.686 13.222
H 14.881 9.699 7.127
H 18.296 12.884 10.584
H 14.745 11.811 13.447
H 7.169 16.145 6.859
H 16.521 12.124 12.133
H 11.071 15.048 5.598
H 15.531 11.905 7.330
H 11.051 17.594 7.312
H 7.258 9.793 10.367
H 14.403 16.260 8.186
H 5.929 15.373 8.905
H 14.495 14.842 7.277
H 10.299 10.444 7.282
H 7.975 9.753 7.774
H 10.738 17.233 9.988
H 9.008 10.172 12.024
H 17.764 12.710 8.032
H 12.372 17.675 6.135
H 12.655 15.511 5.063
H 12.753 17.826 7.874
H 7.364 14.413 10.827
H 12.021 8.354 9.763
H 14.370 16.417 6.456
H 10.627 10.710 13.389
H 14.755 15.558 12.532

=====

Record 3
Here is an isolated molecule of C2H6N2S2 at a distorted geometry from OMol25. Energies are from the ωB97M-V functional and the def2-TZVPD basis.

Values from the calculation:
DFT total energy: -26821.125 eV
SMILES: CSC(=S)NN
LUMO level: 0.710 eV
Energy relative to the best compared isomer or geometry (same formula, charge and spin): 0.689 eV

Geometry (Å):
S -0.491 1.508 0.001
S 1.268 -0.928 -0.004
N -1.309 -0.971 -0.031
N -2.608 -0.540 -0.026
C -0.272 -0.132 -0.074
C 2.500 0.358 0.029
H 2.387 0.925 0.986
H -1.155 -1.947 0.051
H -2.574 0.402 -0.451
H 3.443 -0.108 0.048
H -2.907 -0.315 0.938
H 2.438 0.973 -0.865